{
  "formula": "BrClHOP",
  "method": "ωB97M-V/def2-TZVPD",
  "gap_ev": 9.03,
  "homo_ev": -11.06,
  "e_tot_ev": -93918.14329,
  "e_lumo_ev": -2.03,
  "max_force_ha_per_bohr": 0.05462,
  "e_above_lowest_kcal_mol": 22.9,
  "smiles": "O=PBr.Cl",
  "elements": ["O", "P", "Br", "Cl", "H"],
  "xyz": [[0.0938, -0.0836, -0.2787], [1.2047, -1.0741, -0.1338], [3.0961, -0.0220, 0.7869], [-2.7829, 0.5952, -0.3809], [-1.6116, 0.5845, 0.0065]],
  "forces_ev_per_angstrom": [[2.25, -1.64, 0.33], [-0.67, 2.09, 0.25], [-1.10, -0.57, -0.52], [-2.05, 0.12, -0.51], [1.58, 0.00, 0.45]]
}

***

{
  "formula": "H18O9",
  "method": "ωB97M-V/def2-TZVPD",
  "gap_ev": 8.12,
  "homo_ev": -8.96,
  "e_tot_ev": -18712.17686,
  "e_lumo_ev": -0.84,
  "max_force_ha_per_bohr": 0.12095,
  "e_above_lowest_kcal_mol": 229.7,
  "elements": ["O", "H", "H", "O", "H", "H", "O", "H", "H", "O", "H", "H", "O", "H", "H", "O", "H", "H", "O", "H", "H", "O", "H", "H", "O", "H", "H"],
  "xyz": [[-27.9830, -5.3877, 21.2787], [-27.7994, -5.0399, 22.1513], [-27.1974, -5.8834, 21.0478], [-27.3675, -3.5333, 19.0199], [-26.5547, -3.0540, 19.1810], [-27.7969, -3.5715, 19.8745], [-22.6454, -5.0861, 18.9345], [-23.3113, -5.7726, 18.9750], [-21.8331, -5.5513, 18.7348], [-26.2297, -6.3318, 20.5530], [-26.4645, -6.7299, 19.7148], [-25.3996, -6.7449, 20.7908], [-24.2822, -6.4405, 18.4781], [-24.9747, -6.6620, 17.8554], [-24.5873, -6.7959, 19.3128], [-24.0483, -7.0116, 20.5663], [-23.1604, -6.8379, 20.2537], [-23.9455, -7.7239, 21.1974], [-25.0379, -4.5842, 19.8000], [-24.1356, -4.8277, 19.5931], [-25.4352, -5.3911, 20.1276], [-22.7100, -3.5458, 17.2585], [-22.3968, -4.2198, 16.6553], [-23.2467, -4.0215, 17.8924], [-24.9511, -4.5125, 17.3734], [-25.0975, -4.4907, 18.3191], [-25.8231, -4.6362, 16.9984]],
  "forces_ev_per_angstrom": [[-3.91, 2.19, 1.62], [-0.31, 0.20, 0.25], [-1.43, 0.64, 1.11], [-0.44, 0.22, -0.58], [0.28, 0.02, 0.01], [-0.19, -0.36, 0.35], [3.36, 0.02, 3.16], [0.76, -0.11, -1.42], [0.47, 0.39, -0.24], [1.31, -5.02, -1.58], [-0.76, -0.17, -0.36], [-0.18, -0.30, 0.90], [-2.95, -4.76, -2.70], [0.31, 0.65, -0.88], [-0.25, -0.82, -1.19], [2.76, -2.25, 3.82], [0.78, 0.42, 0.10], [0.16, -0.51, 0.48], [1.64, 2.99, 0.92], [-0.07, 1.46, 1.03], [-0.40, 1.62, -0.12], [1.20, 2.09, -1.39], [-0.17, -0.03, -0.12], [0.39, 0.52, -0.85], [-1.19, 0.23, -2.86], [-0.83, 0.30, 0.71], [-0.33, 0.38, -0.16]]
}

***

{
  "formula": "C6H8KN2O4S",
  "method": "ωB97M-V/def2-TZVPD",
  "charge": -1,
  "gap_ev": 4.33,
  "homo_ev": -2.59,
  "e_tot_ev": -44683.14688,
  "e_lumo_ev": 1.74,
  "max_force_ha_per_bohr": 0.10097,
  "e_above_lowest_kcal_mol": 34.7,
  "elements": ["K", "S", "O", "O", "O", "O", "C", "C", "N", "H", "H", "H", "N", "C", "C", "C", "C", "H", "H", "H", "H", "H"],
  "xyz": [[-1.0549, -0.9578, 1.9627], [0.1197, 1.3251, 4.1135], [1.4212, 1.5994, 4.6794], [0.0939, 1.6550, 2.7174], [-0.2035, -0.0904, 4.2446], [-0.8821, 2.2067, 4.7235], [-3.6256, 0.4090, -2.5631], [-3.1419, -0.1081, -1.3080], [-2.8182, -0.5159, -0.2712], [-2.8932, 0.4596, -3.3687], [-3.9122, 1.4340, -2.3279], [-4.3904, -0.1938, -3.0529], [2.8196, -0.0614, -0.2769], [3.1884, -0.8855, -1.2792], [2.0661, -1.3903, -1.9800], [0.9756, -1.0077, -1.2295], [1.4559, -0.2017, -0.1909], [3.3878, 0.4217, 0.4042], [4.2394, -1.1175, -1.3690], [2.1984, -2.0963, -2.7866], [-0.0530, -1.2480, -1.4547], [1.0090, 0.3640, 0.6133]],
  "forces_ev_per_angstrom": [[0.40, 0.84, 0.70], [-0.40, 2.59, 2.32], [1.82, -0.14, 0.66], [0.26, -0.14, -5.18], [-0.99, -3.04, 0.21], [-0.98, -0.25, 1.06], [0.15, 0.57, -0.82], [0.61, -1.35, 1.64], [-0.39, 0.58, -1.60], [0.63, 0.06, 0.49], [-0.49, -0.03, -0.43], [-0.47, 0.11, 0.73], [-1.85, -1.50, -0.32], [0.90, -0.40, -1.63], [3.35, -0.27, 1.01], [-0.76, 1.25, 1.22], [-0.64, 0.85, 0.40], [-0.12, -0.22, -0.14], [-0.03, 0.09, -0.52], [-0.38, 0.10, -0.02], [-0.05, 0.17, 0.25], [-0.58, 0.11, -0.03]]
}

***

{
  "formula": "C8H9N3OS2",
  "method": "ωB97M-V/def2-TZVPD",
  "gap_ev": 7.78,
  "homo_ev": -8.39,
  "e_tot_ev": -36626.28309,
  "e_lumo_ev": -0.61,
  "max_force_ha_per_bohr": 0.08036,
  "e_above_lowest_kcal_mol": 67.8,
  "smiles": "CN1[C@@H](C=O)N=[N+]([S-])[C@H]1c1cccs1",
  "elements": ["C", "N", "C", "C", "O", "N", "N", "S", "C", "C", "C", "C", "C", "S", "H", "H", "H", "H", "H", "H", "H", "H", "H"],
  "xyz": [[1.4929, 0.1023, 1.5515], [0.5096, -0.5417, 0.7010], [-0.0823, -1.8976, 1.0132], [-1.5144, -1.3536, 1.4334], [-2.4792, -1.3997, 0.6935], [0.0554, -2.6840, -0.0961], [0.4762, -1.9838, -1.0699], [0.7675, -2.5050, -2.5940], [0.7467, -0.5885, -0.7053], [-0.1231, 0.4160, -1.4992], [-1.5082, 0.4055, -1.7149], [-1.9824, 1.5604, -2.2666], [-0.9401, 2.5507, -2.4024], [0.5458, 1.9974, -1.7194], [1.1122, 0.1337, 2.5291], [2.5258, -0.4032, 1.4481], [1.5969, 1.1542, 1.2236], [0.4337, -2.3158, 1.9186], [-1.3342, -0.8916, 2.4414], [1.8456, -0.3687, -0.9207], [-2.1634, -0.4231, -1.5000], [-3.0812, 1.7211, -2.4930], [-1.0966, 3.6179, -2.6253]],
  "forces_ev_per_angstrom": [[1.49, -0.44, -2.18], [-0.68, -0.83, 0.18], [0.30, 2.77, 3.06], [0.33, -1.41, -1.70], [1.39, 0.44, 1.95], [-0.03, -0.88, -1.97], [-0.25, -0.97, 0.15], [0.01, -0.07, -0.14], [0.94, 2.26, -0.70], [-0.38, -0.20, 1.17], [1.95, -1.62, 0.34], [0.36, 3.60, -0.94], [-2.03, -0.63, 0.89], [-1.30, -0.71, -1.11], [-0.13, -0.17, 1.47], [-1.30, 0.67, 0.53], [0.01, -0.48, 0.11], [-0.49, 0.02, -0.70], [-1.11, 0.15, -0.51], [-1.25, -0.37, 0.03], [0.23, -0.30, 0.01], [1.71, -0.02, 0.12], [0.26, -0.80, -0.07]]
}

***

Question: What is the formula in the second record?
Answer: H18O9

***

Question: Number 2 is which compound?
Answer: H18O9